Formula: H2N2O2S
Source: the OMol25 dataset
Level of theory: the ωB97M-V functional and the def2-TZVPD basis

Summary:
E_tot: -659.111238 Ha
2S+1: 3
⟨S²⟩: 2.01
Kohn-Sham gap (spin up / spin down): 7.48 / 7.07 eV

Last column: natural (NBO) charge in e.
Positions of all 7 atoms, in Å:
N  0.6067  0.3083  -0.0928  -0.865
N  -0.8926  -0.6534  -0.0844  0.523
O  -0.8722  -0.9898  1.0449  -0.380
O  -1.5951  -0.4492  -1.0258  -0.369
S  1.7101  0.3572  1.2318  0.280
H  0.8632  0.0878  -1.0080  0.400
H  0.1800  1.3390  -0.0658  0.412

Formula: C25H50ClINO22
Source: the OMol25 dataset
Level of theory: the ωB97M-V functional and the def2-TZVPD basis

Summary:
E_tot: -3450.256600 Ha
Total charge: +1
Kohn-Sham gap: 8.09 eV

Last column: Löwdin charge in e.
Positions of all 100 atoms, in Å:
O  0.6010  -1.0846  0.0990  0.003
C  -0.0002  0.0758  -0.4173  -0.350
C  -0.5667  0.9023  0.7430  -0.135
C  0.7373  1.3382  1.3531  -0.800
I  0.6967  2.5416  3.0835  0.999
N  1.4131  1.9832  0.1538  -0.458
Cl  3.1384  2.0734  0.3598  0.808
C  0.9909  1.0856  -1.0230  -0.062
H  0.7880  -1.7107  -0.6068  0.103
H  -0.7407  -0.1841  -1.1733  0.164
H  -1.0540  1.7281  0.2167  0.125
H  -1.2522  0.4021  1.4135  0.143
H  1.3793  0.4877  1.5603  0.081
H  1.0984  2.9450  0.0211  0.136
H  0.3980  1.7207  -1.6791  0.132
H  1.8562  0.6849  -1.5360  0.128
C  1.0568  -4.8329  -5.6034  -0.025
O  0.6783  -4.1411  -4.4032  -0.004
C  0.5965  -4.9209  -3.3289  -0.627
O  0.8133  -6.0999  -3.2854  0.139
O  0.2315  -4.1603  -2.2896  -0.017
C  0.0918  -4.8799  -1.0577  -0.026
H  1.0816  -4.0793  -6.3837  0.093
H  2.0392  -5.2848  -5.4886  0.100
H  0.3252  -5.5993  -5.8471  0.101
H  1.0330  -5.3429  -0.7698  0.086
H  -0.6880  -5.6344  -1.1261  0.106
H  -0.1881  -4.1414  -0.3107  0.086
C  2.8899  -7.8020  0.0211  -0.036
O  2.5298  -7.0749  1.2013  -0.010
C  2.4317  -7.8325  2.2964  -0.628
O  2.6171  -9.0174  2.3488  0.134
O  2.0920  -7.0454  3.3159  -0.001
C  1.9527  -7.7336  4.5650  -0.034
H  2.9272  -7.0747  -0.7849  0.083
H  3.8630  -8.2743  0.1346  0.099
H  2.1410  -8.5566  -0.2086  0.102
H  2.8924  -8.2009  4.8505  0.099
H  1.1729  -8.4891  4.5002  0.098
H  1.6779  -6.9753  5.2912  0.093
C  -2.1487  4.2638  -6.1356  -0.021
O  -1.3082  3.4651  -5.2858  -0.007
C  -0.9996  2.2755  -5.7911  -0.625
O  -1.3503  1.8406  -6.8530  0.131
O  -0.2284  1.6253  -4.9101  -0.020
C  0.1724  0.3198  -5.3572  -0.023
H  -2.3267  5.1856  -5.5918  0.095
H  -1.6451  4.4775  -7.0750  0.101
H  -3.0900  3.7543  -6.3273  0.101
H  0.7537  0.3890  -6.2742  0.091
H  -0.6966  -0.3149  -5.5160  0.103
H  0.7916  -0.0912  -4.5643  0.084
C  4.8880  0.5968  -10.6552  -0.034
O  3.5330  0.9452  -10.9556  0.011
C  2.6960  0.8499  -9.9294  -0.627
O  2.9854  0.5073  -8.8094  0.108
O  1.4805  1.1970  -10.3434  0.015
C  0.4833  1.1293  -9.3217  -0.048
H  5.4373  0.7240  -11.5822  0.095
H  5.2918  1.2557  -9.8895  0.097
H  4.9526  -0.4370  -10.3228  0.097
H  0.7225  1.8078  -8.5068  0.082
H  0.3935  0.1135  -8.9414  0.097
H  -0.4511  1.4321  -9.7818  0.099
C  -7.0615  2.8287  0.5454  -0.022
O  -5.6352  2.7492  0.3937  0.006
C  -5.2235  2.6820  -0.8642  -0.625
O  -5.9100  2.6768  -1.8478  0.140
O  -3.8817  2.6180  -0.8610  -0.014
C  -3.3137  2.5373  -2.1685  -0.045
H  -7.2414  2.8772  1.6139  0.096
H  -7.4454  3.7226  0.0601  0.101
H  -7.5380  1.9466  0.1246  0.100
H  -3.5594  3.4191  -2.7559  0.101
H  -3.6557  1.6433  -2.6870  0.104
H  -2.2340  2.4893  -2.0352  0.071
C  2.4461  0.4581  6.0631  -0.066
O  1.7957  1.1093  7.1527  -0.009
C  0.8942  0.3467  7.7841  -0.626
O  0.6096  -0.7831  7.4891  0.132
O  0.3730  1.0638  8.7698  -0.013
C  -0.6202  0.3853  9.5525  -0.018
H  3.1373  1.1876  5.6498  0.088
H  2.9951  -0.4183  6.4006  0.101
H  1.7195  0.1638  5.3068  0.065
H  -0.1920  -0.4907  10.0336  0.100
H  -1.4613  0.0911  8.9284  0.100
H  -0.9442  1.1033  10.2986  0.097
C  -0.7175  3.9279  7.8798  -0.047
O  -1.4374  4.1799  9.0864  0.005
C  -1.1871  5.3739  9.6287  -0.625
O  -0.4458  6.2055  9.1760  0.127
O  -1.8973  5.4793  10.7463  0.007
C  -1.7252  6.7202  11.4413  -0.031
H  -1.0168  2.9362  7.5574  0.084
H  -0.9782  4.6613  7.1173  0.097
H  0.3548  3.9404  8.0605  0.100
H  -2.0357  7.5543  10.8161  0.098
H  -0.6872  6.8504  11.7390  0.098
H  -2.3595  6.6564  12.3193  0.095

Formula: C19H22MnN2O7Sb2
Source: the OMol25 dataset
Level of theory: the ωB97M-V functional and the def2-TZVPD basis

Summary:
E_tot: -3004.730744 Ha
2S+1: 6
⟨S²⟩: 8.76
Kohn-Sham gap (spin up / spin down): 8.26 / 7.93 eV

Last column: natural (NBO) charge in e.
Positions of all 53 atoms, in Å:
Mn  0.0372  0.0708  0.0461  1.317
C  0.3890  -3.5363  0.2343  -0.986
Sb  -0.8881  -2.2910  -0.9287  0.951
C  -2.4618  -3.6736  -1.2104  -0.957
C  0.0394  -2.4231  -2.8836  -0.740
C  1.2968  -3.2352  -2.9146  -0.046
C  1.1993  -4.6235  -2.9978  -0.207
C  2.3170  -5.4373  -2.9528  -0.206
C  3.5745  -4.8629  -2.8274  -0.211
C  3.6861  -3.4847  -2.7727  -0.196
C  2.5671  -2.6527  -2.8217  -0.045
C  2.7848  -1.1640  -2.8024  -0.743
Sb  2.5462  -0.2234  -0.8984  0.973
C  3.6153  1.5507  -1.2844  -0.967
C  3.9850  -1.3248  0.1779  -0.978
H  0.8937  -4.2660  -0.3966  0.243
H  -0.2417  -4.0479  0.9612  0.244
H  1.1247  -2.9530  0.7857  0.233
H  -2.0198  -4.6679  -1.1920  0.235
H  -2.9346  -3.4897  -2.1722  0.240
H  -3.2023  -3.5810  -0.4211  0.248
H  0.1913  -1.3996  -3.2205  0.235
H  -0.7266  -2.8634  -3.5239  0.244
H  0.2169  -5.0726  -3.0941  0.209
H  2.2082  -6.5110  -3.0199  0.220
H  4.4607  -5.4808  -2.7938  0.221
H  4.6694  -3.0339  -2.7083  0.209
H  2.1385  -0.6384  -3.5052  0.242
H  3.8162  -0.9415  -3.0815  0.238
H  4.5805  1.2755  -1.7073  0.232
H  3.7592  2.1055  -0.3600  0.249
H  3.0600  2.1718  -1.9839  0.252
H  4.9491  -1.1870  -0.3099  0.234
H  3.7170  -2.3796  0.1670  0.245
H  4.0365  -0.9775  1.2069  0.251
O  -0.7331  1.2543  3.8343  -0.616
C  -0.7006  1.2560  2.6241  0.787
O  -0.1165  0.2998  1.9403  -0.907
C  -1.3095  2.4285  1.8659  -0.285
C  -1.9126  3.3814  2.6724  -0.096
C  -2.5148  4.4958  2.1211  -0.053
C  -2.5305  4.7199  0.7630  -0.130
C  -1.9057  3.7897  -0.0386  -0.081
C  -1.3080  2.6085  0.4513  0.465
O  -0.8296  1.7379  -0.3883  -0.868
N  -1.8937  4.1074  -1.4835  0.539
O  -2.8421  4.7351  -1.9120  -0.390
O  -0.9289  3.7848  -2.1414  -0.371
N  -3.1569  5.4830  3.0048  0.541
O  -3.6792  6.4461  2.4819  -0.390
O  -3.1435  5.2617  4.1970  -0.379
H  -1.9075  3.2255  3.7414  0.279
H  -3.0012  5.5922  0.3350  0.274